Molecular formula: C47H83ClF4O19Si2
Method: DFT, wB97M-V/def2-TZVPD

The geometry in ORCA input format:
```
! RIJCOSX wB97M-V def2-TZVPD def2/J DEFGRID3
* xyz 0 1
C -0.1898 2.9024 2.3111
C 0.8577 2.9235 1.1914
C 0.6764 4.1260 0.2172
Si 1.2089 3.6016 -1.4898
C 0.1273 2.2817 -2.2598
C -1.1160 1.8162 -1.4672
C -1.0908 0.2813 -1.2607
O -2.2931 2.2058 -2.1919
C -3.4185 1.7060 -1.4710
C -4.5962 2.6505 -1.2737
C -5.3742 3.2074 -2.3331
C -6.4782 4.0728 -2.0502
C -6.8243 4.4089 -0.7126
C -6.0669 3.8512 0.3487
C -4.9786 2.9839 0.0615
O 2.8000 3.0697 -1.6066
Si 3.9856 3.8471 -0.7312
C 4.8332 5.2558 -1.6635
C 4.7849 6.5201 -0.8498
O 5.0329 6.5437 0.3652
O 4.4832 7.6566 -1.5341
C 5.3351 2.5378 -0.3961
C 6.0248 2.8165 0.9015
O 7.0761 3.4705 1.0158
Cl 5.2719 2.1341 2.3886
C 1.1683 5.1978 -2.6121
F 1.3651 6.3454 -1.8970
F 2.2124 5.0876 -3.5068
C -0.0604 5.3405 -3.4837
F -0.0528 6.5372 -4.1215
F -1.2044 5.1835 -2.7860
H 0.2315 2.3439 3.1490
H -1.0945 2.3798 2.0124
H -0.3775 3.9076 2.6833
H 0.7182 2.0007 0.6172
H 1.8719 2.8909 1.5836
H 1.2302 4.9825 0.5977
H -0.3869 4.3759 0.2078
H -0.2168 2.5394 -3.2607
H 0.7741 1.4148 -2.4035
H -1.2175 2.2575 -0.4705
H -1.8872 -0.2157 -1.8095
H -0.1470 -0.1728 -1.5478
H -1.2328 0.0617 -0.2053
H -3.1516 1.3589 -0.4722
H -3.7914 0.8493 -2.0414
H -5.1413 2.9564 -3.3621
H -7.0840 4.5042 -2.8367
H -7.6492 5.0728 -0.4986
H -6.2866 4.0734 1.3846
H -4.4179 2.5456 0.8805
H 3.5610 4.3471 0.5794
H 5.8973 5.0177 -1.7352
H 4.4855 5.4123 -2.6818
H 4.0321 8.2578 -0.9313
H 6.0965 2.6216 -1.1681
H 4.9069 1.5376 -0.4034
H -0.0055 4.5852 -4.2706
O -0.2260 -2.2026 0.2116
C 0.7831 -2.8219 -0.0016
O 1.0871 -3.1483 -1.2709
C 2.3466 -3.6984 -1.6631
C 2.3825 -5.2030 -1.5143
C 1.6482 -3.3073 1.1338
H 3.1625 -3.2104 -1.1263
H 2.4606 -3.4313 -2.7130
H 2.2555 -5.5058 -0.4770
H 3.3329 -5.5969 -1.8788
H 1.5714 -5.6575 -2.0835
H 1.2229 -4.2530 1.4946
H 1.6064 -2.5658 1.9295
H 2.6993 -3.4427 0.8826
O -7.3866 -0.8029 -2.0651
C -6.6688 -1.7600 -1.9538
O -5.4643 -1.6113 -1.3775
C -4.6070 -2.6999 -1.0203
C -3.7457 -3.1375 -2.1869
C -7.0468 -3.1032 -2.5302
H -5.1839 -3.5236 -0.5960
H -3.9729 -2.3190 -0.2209
H -4.3483 -3.5105 -3.0150
H -3.0579 -3.9250 -1.8768
H -3.1668 -2.2966 -2.5674
H -6.7633 -3.1240 -3.5824
H -8.1255 -3.2156 -2.4494
H -6.5977 -3.9500 -2.0163
O 0.7672 -6.2270 1.1975
C 0.8508 -7.2657 1.8052
O 1.2582 -7.2549 3.0770
C 1.1975 -8.4225 3.9140
C 2.4303 -9.2851 3.7689
C 0.5801 -8.5853 1.1242
H 0.2736 -8.9722 3.7299
H 1.1370 -8.0477 4.9342
H 2.5376 -9.6675 2.7516
H 2.3905 -10.1296 4.4525
H 3.3186 -8.7034 3.9895
H 1.4872 -8.9125 0.6179
H -0.2023 -8.4308 0.3849
H 0.2369 -9.3691 1.7940
O 4.4813 -9.5465 5.8204
C 5.1846 -8.8094 6.4588
O 4.8283 -8.5222 7.7217
C 5.6631 -7.8141 8.6407
C 5.5015 -6.3171 8.4977
C 6.3926 -8.1352 5.8549
H 6.7022 -8.1320 8.5447
H 5.3330 -8.1258 9.6303
H 5.8097 -5.9722 7.5109
H 6.0985 -5.7959 9.2455
H 4.4551 -6.0382 8.6263
H 6.0724 -7.2298 5.3404
H 6.8350 -8.8158 5.1317
H 7.1687 -7.8853 6.5741
O -3.8713 -1.2270 -5.1695
C -4.7758 -0.4982 -5.4757
O -6.0030 -1.0209 -5.6441
C -7.1815 -0.2244 -5.8019
C -7.3967 0.1771 -7.2465
C -4.5484 0.9712 -5.7551
H -7.1595 0.6338 -5.1295
H -8.0030 -0.8558 -5.4691
H -6.5823 0.8007 -7.6163
H -8.3297 0.7311 -7.3525
H -7.4396 -0.7077 -7.8821
H -4.2218 1.0957 -6.7867
H -3.7608 1.3197 -5.0892
H -5.4204 1.5943 -5.5693
O -6.5687 7.7065 -2.2928
C -5.7146 8.5273 -2.4641
O -5.8469 9.7390 -1.8869
C -4.8028 10.7131 -1.8680
C -4.7996 11.5577 -3.1252
C -4.5490 8.2740 -3.3752
H -3.8363 10.2410 -1.6847
H -5.0106 11.3428 -1.0042
H -4.6077 10.9545 -4.0126
H -4.0342 12.3320 -3.0633
H -5.7707 12.0339 -3.2615
H -4.8444 8.5022 -4.3990
H -4.2902 7.2219 -3.3063
H -3.6595 8.8382 -3.1215
O 8.9572 -3.6779 5.6731
C 8.2563 -2.7333 5.4356
O 6.9369 -2.9294 5.2378
C 5.9956 -1.8559 5.1397
C 5.9152 -1.3206 3.7270
C 8.8299 -1.3459 5.2660
H 6.2213 -1.0745 5.8666
H 5.0354 -2.2802 5.4297
H 6.8677 -0.9008 3.4037
H 5.1554 -0.5435 3.6517
H 5.6644 -2.1236 3.0332
H 9.1764 -1.2307 4.2401
H 9.6777 -1.2458 5.9390
H 8.1359 -0.5439 5.5056
*
```

- Gap between HOMO and LUMO: 8.835 eV

Molecular formula: C47H87ClF10N4O14P3S
Method: DFT, wB97M-V/def2-TZVPD

The geometry in ORCA input format:
```
! RIJCOSX wB97M-V def2-TZVPD def2/J DEFGRID3
* xyz 1 1
C 8.0929 -3.7187 2.9975
O 8.6426 -3.8279 1.7014
C 7.6572 -3.9145 0.6806
C 8.2084 -3.1620 -0.5322
C 7.2138 -2.9874 -1.7105
C 6.0150 -3.9547 -1.6991
C 5.3779 -4.1511 -3.0981
C 4.4326 -3.0122 -3.5144
C 2.9251 -3.3022 -3.2240
C 2.5210 -2.6958 -1.9326
N 2.1949 -1.4198 -1.7543
C 1.8852 -1.1988 -0.4768
N 1.4672 -0.0567 0.0402
C 1.4233 1.0784 -0.9130
C 0.3203 0.9856 -1.9887
C -0.9365 0.1869 -1.6182
Cl -1.4870 -0.6921 -3.1180
C 1.0568 0.1811 1.4297
C -0.0670 1.2002 1.5532
C -1.3748 0.7274 1.5032
C -2.4877 1.5458 1.6086
C -2.2823 2.9201 1.7650
C -3.4749 3.8466 1.8705
C -0.9730 3.3940 1.8487
C 0.1365 2.5615 1.7512
N 2.0719 -2.3822 0.2021
C 1.9680 -2.8116 1.5771
C 0.5551 -3.2901 1.9079
O 0.0931 -3.1650 2.9733
F -0.1721 -3.8212 0.9211
N 2.4351 -3.2986 -0.7340
C 2.7106 -4.7317 -0.6193
C 1.4942 -5.5518 -1.1789
C 0.9455 -6.5895 -0.1828
C -0.4588 -7.0440 -0.6798
C -1.3722 -7.3582 0.4943
F -1.6087 -6.2831 1.2724
F -0.6417 -8.2040 1.3016
C -2.6652 -8.1568 0.1782
F -3.3255 -8.3336 1.3230
F -2.3075 -9.3658 -0.2695
S -3.8440 -7.4015 -1.0904
F -4.5695 -8.8116 -1.2303
F -2.8841 -7.7894 -2.2901
F -3.2093 -5.9523 -0.9351
F -4.8807 -7.0310 0.0594
F -4.8615 -6.8024 -2.1381
H 7.9029 -4.7111 3.4292
H 8.8443 -3.2436 3.6344
H 7.1958 -3.0899 3.0411
H 6.6836 -3.5361 1.0205
H 7.5386 -4.9808 0.4413
H 8.5441 -2.1905 -0.1627
H 9.0898 -3.7068 -0.8796
H 6.8048 -1.9730 -1.6309
H 7.7511 -3.0501 -2.6597
H 5.2521 -3.5437 -1.0251
H 6.3092 -4.9497 -1.3532
H 6.1980 -4.2644 -3.8122
H 4.8546 -5.1162 -3.0859
H 4.5051 -2.9110 -4.6007
H 4.7597 -2.0647 -3.0800
H 2.7483 -4.3722 -3.2904
H 2.3615 -2.7705 -3.9930
H 2.3743 1.0155 -1.4529
H 1.4755 2.0299 -0.3931
H 0.7157 0.5841 -2.9202
H 0.0246 2.0130 -2.2274
H -0.7909 -0.5935 -0.8783
H -1.7758 0.8336 -1.3775
H 1.9057 0.5886 1.9932
H 0.6364 -0.6956 1.9205
H -1.5224 -0.3426 1.3533
H -3.4691 1.0844 1.5648
H -4.3517 3.2850 2.1970
H -3.2711 4.5673 2.6693
H -3.6681 4.3805 0.9392
H -0.8555 4.4677 1.9721
H 1.1434 2.9672 1.8143
H 2.1363 -1.9992 2.2800
H 2.7092 -3.5638 1.8518
H 2.8588 -5.0903 0.3989
H 3.5812 -5.0352 -1.1934
H 1.8326 -6.1138 -2.0568
H 0.7131 -4.8797 -1.5442
H 1.5689 -7.4837 -0.2547
H 0.8965 -6.2349 0.8469
H -0.3824 -7.9234 -1.3230
H -0.8778 -6.2525 -1.3036
O -6.0707 -0.8030 2.1409
P -7.2361 -1.5677 2.6605
O -6.7888 -1.9812 4.1806
C -6.7334 -0.9558 5.1779
C -8.1111 -0.4517 5.5691
O -7.0032 -2.9882 1.8746
C -6.0546 -3.1384 0.8225
C -4.7176 -3.6163 1.3563
O -8.8139 -1.8528 2.8469
C -9.4443 -3.1440 2.7618
C -8.9783 -4.1494 3.7891
H -6.1078 -0.1317 4.8222
H -6.2415 -1.3938 6.0460
H -8.5910 0.0706 4.7379
H -8.0378 0.2424 6.4072
H -8.7604 -1.2803 5.8504
H -5.9522 -2.2183 0.2495
H -6.4580 -3.8905 0.1407
H -4.3611 -2.9902 2.1751
H -3.9653 -3.6206 0.5638
H -4.8075 -4.6308 1.7497
H -9.3578 -3.5354 1.7502
H -10.5064 -2.9527 2.9222
H -7.9338 -4.4226 3.6560
H -9.5725 -5.0603 3.7008
H -9.0855 -3.7540 4.7995
O -2.5861 4.5720 -2.6024
P -3.4453 5.0462 -3.7239
O -2.6561 4.5326 -5.0641
C -2.6537 3.1304 -5.3451
C -4.0180 2.6238 -5.7779
O -3.0703 6.6392 -3.7027
C -2.3250 7.2392 -2.6463
C -0.8427 7.2498 -2.9627
O -4.8629 5.3255 -4.4449
C -5.2031 6.5138 -5.1828
C -4.3490 6.7720 -6.4021
H -2.3004 2.5829 -4.4654
H -1.9328 2.9707 -6.1467
H -4.7412 2.6912 -4.9615
H -3.9547 1.5800 -6.0882
H -4.4060 3.2176 -6.6051
H -2.5287 6.7523 -1.6939
H -2.6806 8.2677 -2.5560
H -0.4809 6.2596 -3.2405
H -0.2676 7.6054 -2.1057
H -0.6415 7.9093 -3.8086
H -5.2215 7.3742 -4.5170
H -6.2334 6.3611 -5.5081
H -3.3129 6.9805 -6.1444
H -4.7369 7.6383 -6.9401
H -4.3515 5.9106 -7.0706
O 3.9482 4.4928 1.1630
P 4.1055 5.8132 1.8510
O 5.3211 6.5011 0.9903
C 5.0336 7.0013 -0.3200
C 4.1631 8.2446 -0.2868
O 4.9093 5.2595 3.1749
C 4.9995 3.8783 3.5043
C 6.2526 3.2583 2.9175
O 3.7114 7.1761 2.6363
C 4.3728 7.6923 3.8076
C 5.8302 8.0402 3.6143
H 4.5617 6.2156 -0.9174
H 5.9930 7.2353 -0.7802
H 3.1627 8.0160 0.0906
H 4.0590 8.6622 -1.2889
H 4.5931 9.0003 0.3696
H 4.1034 3.3400 3.1976
H 5.0450 3.8176 4.5941
H 6.3401 3.4555 1.8491
H 6.2604 2.1780 3.0763
H 7.1401 3.6806 3.3910
H 4.2304 7.0141 4.6463
H 3.8300 8.6044 4.0609
H 6.4405 7.1647 3.4048
H 6.2160 8.5025 4.5243
H 5.9596 8.7338 2.7833
*
```

- Gap between HOMO and LUMO: 8.888 eV

Molecular formula: C47H87F3N2O19PS7
Method: DFT, wB97M-V/def2-TZVPD

The geometry in ORCA input format:
```
! RIJCOSX wB97M-V def2-TZVPD def2/J DEFGRID3
* xyz 1 1
C -1.8390 -0.2353 5.3601
C -2.0791 0.4456 4.0966
C -2.1945 -0.1257 2.5276
C -3.4120 0.7505 1.9358
C -3.1739 2.2301 1.3232
C -4.6902 2.8176 0.9222
F -5.9104 2.5195 1.7173
C -4.7840 3.6734 -0.3262
F -5.0001 3.1368 -1.6899
F -4.6384 5.1670 -0.2153
C -2.7707 -1.7017 2.4598
C -4.3124 -1.8537 2.9778
C -4.8557 -1.2713 4.3553
C -4.4595 -2.3288 5.5947
C -4.7666 -1.4768 6.9989
N -2.3817 -2.5232 1.2506
S -1.1066 -3.6072 1.9360
P -3.4501 -3.8516 0.7591
O -5.0152 -3.6741 0.7482
O -3.3073 -4.4100 -0.9217
O -3.2410 -5.3618 1.6780
C -1.6485 -1.8069 0.1105
C -2.6201 -0.9494 -0.9213
C -4.1527 -1.3171 -1.1943
O -4.6994 -0.1855 -2.0279
C -6.1552 -0.0952 -1.6756
O -6.5865 0.6836 -0.6716
C -0.5762 -2.8038 -0.7041
O -0.1245 -2.2520 -2.0094
C 1.3315 -2.0436 -2.0332
C -0.5768 -0.6334 0.5369
C -0.6754 0.0560 2.0098
C -0.0588 1.5363 1.7871
N -0.2179 2.6308 2.7475
C 0.4231 -0.7567 2.9775
C 1.2802 0.1482 4.0255
O 1.3837 -0.2329 5.3293
H -1.5340 -1.3839 5.4138
H -1.9654 0.3438 6.3891
H -2.1927 1.6342 4.1722
H -4.1811 0.9374 2.8338
H -4.0937 0.1940 1.1266
H -2.8034 2.9303 2.1844
H -2.5601 2.2951 0.3290
H -2.2034 -2.1362 3.4246
H -5.0564 -1.4840 2.1190
H -4.4582 -3.0269 3.1870
H -6.0496 -1.3772 4.3171
H -4.6872 -0.1555 4.6336
H -5.2148 -3.2194 5.5131
H -3.3324 -2.6756 5.5395
H -4.2266 -2.0307 7.9070
H -5.9125 -1.4174 7.2516
H -4.3343 -0.3895 6.9806
H -1.5128 -4.1482 3.1492
H -3.9273 -5.2175 -0.9546
H -3.0598 -6.1213 1.0411
H -2.1654 -0.8343 -2.0230
H -2.6773 0.2090 -0.6112
H -4.8743 -1.2986 -0.2430
H -4.3636 -2.2647 -1.8893
H -6.8906 -0.7500 -2.3471
H -0.9105 -3.8809 -0.9011
H 0.4827 -2.9317 -0.1652
H 1.9661 -3.0059 -1.7607
H 1.6891 -1.0778 -1.4325
H 1.6108 -1.8053 -3.1692
H -0.5639 0.2126 -0.3158
H 0.5765 -0.9344 0.4364
H -0.4469 2.0338 0.7663
H 1.1084 1.3951 1.5660
H -0.2132 2.4436 3.7510
H -0.7172 3.4817 2.4423
H 1.2138 -1.3868 2.3947
H -0.1248 -1.5647 3.6691
H 1.8901 1.1295 3.7516
C 5.8988 4.1172 4.2940
C 4.9165 5.1531 4.8386
C 3.7274 5.2054 3.8809
S 3.6206 3.5888 3.1280
O 3.9022 3.7197 1.7139
O 2.4410 2.9086 3.6242
C 5.0576 2.9033 3.9286
H 6.6710 3.8652 5.0268
H 6.3956 4.5128 3.4001
H 4.5752 4.8441 5.8340
H 5.3831 6.1377 4.9428
H 2.7952 5.4226 4.4085
H 3.8855 5.9396 3.0861
H 5.5682 2.2140 3.2539
H 4.7206 2.3735 4.8247
C -7.4485 2.3839 -4.2894
C -7.0227 2.8842 -5.6689
C -8.1629 2.5797 -6.6392
S -9.6610 2.5808 -5.6659
O -10.2078 1.2403 -5.6605
O -10.4559 3.7412 -6.0154
C -8.8748 2.8762 -4.0942
H -6.7850 2.7518 -3.5014
H -7.4234 1.2878 -4.2697
H -6.8527 3.9669 -5.6277
H -6.0890 2.4177 -5.9981
H -8.2380 3.3382 -7.4224
H -8.0518 1.5893 -7.0891
H -9.4082 2.3453 -3.3039
H -8.8972 3.9538 -3.9062
C 3.8097 6.6605 -2.7926
C 4.1876 6.1766 -1.3934
C 2.9350 5.5687 -0.7645
S 1.9382 4.9657 -2.1189
O 0.7162 5.7404 -2.1720
O 1.9377 3.5165 -2.1023
C 3.0177 5.5242 -3.4221
H 4.6925 6.9128 -3.3873
H 3.1839 7.5578 -2.7170
H 4.9698 5.4117 -1.4710
H 4.5839 6.9898 -0.7773
H 3.1820 4.7388 -0.0976
H 2.3534 6.3206 -0.2241
H 2.4294 5.8377 -4.2861
H 3.6727 4.6911 -3.6941
C 5.2177 -1.4687 -6.1444
C 6.3951 -1.4215 -5.1717
C 5.8202 -1.3055 -3.7610
S 4.2117 -2.0811 -3.8116
O 3.2042 -1.0679 -3.5778
O 4.2554 -3.3193 -3.0597
C 4.2328 -2.4654 -5.5516
H 5.5327 -1.7643 -7.1494
H 4.7540 -0.4773 -6.2120
H 6.9769 -2.3472 -5.2581
H 7.0695 -0.5883 -5.3929
H 6.4477 -1.8182 -3.0275
H 5.6837 -0.2606 -3.4691
H 3.2275 -2.3747 -5.9666
H 4.5956 -3.4915 -5.6632
C -0.1736 -6.6310 -4.2957
C -0.5513 -7.9634 -3.6502
C -1.5539 -7.6658 -2.5366
S -2.4065 -6.1715 -3.0182
O -2.0717 -5.1257 -2.0747
O -3.7763 -6.4944 -3.3642
C -1.4859 -5.8941 -4.5186
H 0.3713 -6.7739 -5.2333
H 0.4675 -6.0588 -3.6145
H -1.0163 -8.6136 -4.4012
H 0.3270 -8.4879 -3.2609
H -2.2783 -8.4759 -2.4204
H -1.0503 -7.4768 -1.5846
H -1.3546 -4.8234 -4.6840
H -2.0508 -6.3368 -5.3444
C 10.0778 0.0199 2.3280
C 9.7001 -1.3126 2.9734
C 8.6974 -1.0149 4.0870
S 7.8449 0.4794 3.6054
O 8.1797 1.5252 4.5490
O 6.4751 0.1565 3.2594
C 8.7655 0.7568 2.1051
H 10.6227 -0.1231 1.3903
H 10.7189 0.5920 3.0092
H 9.2351 -1.9628 2.2225
H 10.5784 -1.8370 3.3627
H 7.9731 -1.8250 4.2032
H 9.2011 -0.8259 5.0390
H 8.8967 1.8275 1.9396
H 8.2006 0.3141 1.2792
*
```

- Gap between HOMO and LUMO: 6.233 eV

Respective total energy values: -4709.01745; -5996.36281; -6809.17761 a.u..
Respective lowest unoccupied orbital energy values: 0.007; -0.085; -0.128 Eh.